C21H46N2OPSiV | the ωB97M-V functional and the def2-TZVPD basis

Summary:
LUMO (alpha / beta) ... 0.28 / 0.28 eV
⟨S²⟩ ... 2.061
Kohn-Sham gap (alpha / beta) ... 6.971 / 6.450 eV
Multiplicity ... 3

Last column: Löwdin spin population.
Element x y z (Å)
V: -0.4557 -0.2993 -0.4764  2.0230
C: -3.0194 -0.4576 -0.3882  -0.0094
C: -2.5527 -1.6084 0.2506  -0.0015
C: -1.9184 -2.4083 -0.7054  0.0007
C: -2.0009 -1.7459 -1.9368  -0.0052
C: -2.6905 -0.5453 -1.7415  -0.0057
H: -3.5057 0.3741 0.0883  -0.0001
H: -2.6594 -1.8204 1.3018  0.0013
H: -1.4228 -3.3463 -0.5117  0.0021
H: -1.5990 -2.0873 -2.8771  0.0006
H: -2.9247 0.1917 -2.4916  0.0002
N: -1.9164 2.0660 -1.5460  0.0102
C: -0.6156 2.0682 -1.8934  0.0206
N: -0.2515 3.1261 -2.6424  0.0067
O: 0.1634 1.1903 -1.5594  0.0439
H: -2.5606 2.7881 -1.8198  0.0005
H: -2.2468 1.2948 -0.9827  0.0029
H: -0.8914 3.8510 -2.9191  0.0005
H: 0.7148 3.1806 -2.9330  0.0005
C: -0.0319 -3.9538 -2.5499  0.0001
C: 1.1208 -3.5419 -1.6478  -0.0029
P: 1.2534 -1.7250 -1.4603  0.0173
C: 2.6909 -1.4689 -0.3553  -0.0044
C: 3.7196 -2.5814 -0.2734  -0.0011
C: 1.8253 -1.1418 -3.0991  0.0065
C: 3.1148 -1.7237 -3.6406  0.0011
H: -0.1065 -5.0457 -2.5872  0.0001
H: 0.1092 -3.5969 -3.5756  0.0000
H: -0.9891 -3.5657 -2.1843  -0.0001
H: 2.0463 -3.9781 -2.0342  -0.0008
H: 0.9539 -3.9803 -0.6574  0.0001
H: 2.2945 -1.3127 0.6551  -0.0034
H: 3.1895 -0.5325 -0.6298  0.0001
H: 3.2893 -3.4939 0.1525  0.0000
H: 4.5436 -2.2775 0.3813  0.0000
H: 4.1475 -2.8334 -1.2466  -0.0003
H: 1.9345 -0.0520 -3.0477  -0.0001
H: 1.0263 -1.3292 -3.8253  0.0001
H: 3.9744 -1.4389 -3.0269  0.0000
H: 3.3000 -1.3374 -4.6490  0.0004
H: 3.0820 -2.8145 -3.7097  0.0000
C: -2.6142 2.0270 1.0546  -0.0153
Si: -0.9436 1.2815 1.4189  -0.0443
C: 0.4550 2.6712 1.3376  -0.0022
C: 0.3654 3.3947 -0.0330  0.0010
C: 0.2763 3.7286 2.4464  -0.0017
C: 1.8701 2.0636 1.4456  -0.0035
C: -1.0353 0.1913 3.0622  -0.0029
C: -1.4719 1.0300 4.2819  -0.0027
C: 0.3151 -0.4850 3.3772  0.0012
C: -2.0850 -0.9337 2.8566  0.0030
H: -2.8932 2.7583 1.8187  -0.0029
H: -3.3903 1.2566 1.0246  -0.0001
H: -2.6157 2.5334 0.0851  0.0000
H: -0.5961 3.9049 -0.1611  0.0002
H: 0.4862 2.6933 -0.8673  0.0008
H: 1.1494 4.1554 -0.1279  0.0003
H: -0.7251 4.1730 2.4276  -0.0001
H: 0.9998 4.5441 2.3291  -0.0004
H: 0.4366 3.3020 3.4410  -0.0001
H: 2.0241 1.2594 0.7173  -0.0027
H: 2.0650 1.6584 2.4418  0.0000
H: 2.6376 2.8254 1.2630  -0.0003
H: -0.7317 1.7938 4.5365  -0.0001
H: -1.5936 0.3955 5.1681  -0.0004
H: -2.4280 1.5358 4.1072  -0.0002
H: 1.0669 0.2433 3.6942  0.0001
H: 0.7102 -1.0290 2.5117  0.0013
H: 0.2110 -1.2040 4.1987  -0.0001
H: -3.0877 -0.5264 2.6831  0.0001
H: -2.1476 -1.5794 3.7406  0.0000
H: -1.8304 -1.5712 2.0015  0.0031
H: 0.9856 -0.1789 0.5131  -0.0354



C21H46N5O23 | the ωB97M-V functional and the def2-TZVPD basis

Summary:
LUMO ... 0.59 eV
Relative energy (zero: lowest compared OMol25 entry of this formula, charge and spin) ... 42.1 kcal/mol
Kohn-Sham gap ... 5.876 eV
Charge ... -1

Last column: Mulliken charge in e.
Element x y z (Å)
C: 9.2468 -6.4731 -18.0309  -0.4046
C: 9.7755 -5.8835 -19.3089  0.4761
O: 10.6767 -5.1257 -19.4303  -0.4368
N: 9.2802 -6.5198 -20.6130  0.0340
H: 8.3939 -7.0158 -20.5761  0.3991
H: 9.1264 -5.7362 -21.2477  0.4057
C: 10.2310 -7.3991 -21.3645  -0.9139
H: 8.1827 -6.4200 -17.8107  0.4610
H: 9.8631 -6.0355 -17.2501  0.1818
H: 9.5470 -7.5286 -18.0554  -0.1990
H: 11.2446 -7.0086 -21.4388  0.3186
H: 9.8581 -7.6088 -22.3677  0.5210
H: 10.2490 -8.3525 -20.8375  0.0746
C: 15.8317 -13.3321 -17.8746  -0.7570
C: 15.5572 -12.6719 -19.1820  0.6107
O: 15.9455 -11.5979 -19.5116  -0.3679
N: 14.7466 -13.4944 -20.1809  0.1471
H: 15.2385 -14.0247 -20.8918  0.3658
H: 14.2027 -14.1336 -19.5880  0.2123
C: 13.6576 -12.6727 -20.8766  -0.8170
H: 14.8734 -13.1091 -17.3811  0.0334
H: 16.6004 -12.8847 -17.2499  0.3249
H: 15.9323 -14.4128 -17.7955  0.3179
H: 12.8153 -13.2215 -21.2918  0.3281
H: 14.0670 -12.1531 -21.7418  0.5079
H: 13.2351 -11.9534 -20.1814  -0.0343
C: 8.1228 -12.5186 -22.5101  -0.8897
C: 7.9013 -13.4845 -21.3720  0.6974
O: 6.8338 -13.8880 -21.0344  -0.4872
N: 9.1133 -13.8329 -20.5317  1.2094
H: 9.5630 -12.9419 -20.3171  -0.4293
H: 8.8291 -14.1174 -19.5768  0.2274
C: 9.9544 -14.8235 -21.2666  -0.9047
H: 7.1402 -12.3126 -22.9282  0.3694
H: 8.8361 -12.9120 -23.2319  0.3599
H: 8.4779 -11.5748 -22.0921  0.0857
H: 10.6655 -14.2870 -21.8961  0.3115
H: 9.3846 -15.5549 -21.8296  0.3906
H: 10.6190 -15.2353 -20.5057  0.3456
C: 13.2243 -10.6412 -16.6660  0.1331
C: 13.5407 -9.2588 -16.2033  0.1127
O: 14.5882 -8.9502 -15.7303  -0.5403
N: 12.6190 -8.1381 -16.6818  0.7963
H: 13.1795 -7.5776 -17.3361  0.4223
H: 11.8592 -8.6021 -17.1863  -0.6251
C: 12.1117 -7.2855 -15.5216  -0.6477
H: 13.5763 -10.7732 -17.6946  -0.2641
H: 12.1679 -10.8980 -16.7547  0.0982
H: 13.7906 -11.3618 -16.0803  0.6771
H: 12.9840 -6.7328 -15.1794  0.4045
H: 11.7140 -7.9128 -14.7317  0.3055
H: 11.3923 -6.6370 -16.0099  0.1272
C: 3.7676 -9.2554 -17.7461  -1.2316
C: 5.2027 -9.0022 -17.3201  0.5953
O: 5.7903 -7.9729 -17.3644  -0.4093
N: 5.9890 -10.2538 -16.9846  0.2810
H: 6.5498 -10.0775 -16.1299  0.2460
H: 5.3350 -10.9487 -16.6229  0.4418
C: 6.7244 -10.8227 -18.2009  -0.6850
H: 3.2998 -8.3483 -18.1265  0.3611
H: 3.1334 -9.6048 -16.9324  0.3612
H: 3.7689 -9.9189 -18.6125  0.3398
H: 7.0452 -11.8276 -17.9338  0.2792
H: 7.6606 -10.2968 -18.3785  0.2373
H: 6.0613 -10.8837 -19.0603  0.3491
O: 7.6634 -13.3781 -16.7565  -0.5527
C: 7.7553 -14.7094 -17.0160  0.6656
O: 7.3823 -15.5674 -16.1985  -0.7419
O: 8.3067 -15.0317 -18.1161  -0.8735
H: 8.1771 -13.0131 -17.4901  0.0855
O: 11.7954 -13.7342 -18.8279  0.2460
C: 12.5518 -14.2221 -17.7982  0.5754
O: 12.3757 -13.7407 -16.6550  -0.7119
O: 13.3441 -15.1244 -18.0947  -0.8289
H: 11.2031 -13.2006 -18.2585  -0.0299
O: 9.9392 -9.0775 -16.0639  0.0110
C: 8.7964 -8.7827 -15.3574  0.6223
O: 8.6128 -7.7123 -14.7737  -0.7478
O: 8.1004 -9.8514 -15.2305  -0.9569
H: 9.4752 -9.9510 -16.1584  0.1214
O: 13.2221 -9.3379 -22.9005  -0.4293
C: 12.0755 -9.2400 -23.6493  0.6084
O: 11.2654 -10.2028 -23.5077  -0.6967
O: 11.8978 -8.3181 -24.4644  -0.7508
H: 13.0663 -10.1748 -22.4512  0.2644
O: 13.6635 -9.6524 -20.0461  0.0262
C: 14.1041 -8.3755 -20.0150  0.6914
O: 13.2598 -7.5607 -19.5140  -0.8062
O: 15.2675 -8.0120 -20.1825  -0.7727
H: 12.8655 -9.2996 -19.5885  -0.0857
O: 10.6304 -11.3655 -20.3419  -0.2451
C: 10.4451 -10.8831 -19.0962  -0.0852
O: 9.9247 -11.6680 -18.2683  -0.7153
O: 10.8831 -9.7440 -18.7861  -0.1491
H: 11.0231 -10.5849 -20.7778  0.0206



C21H46NO4P | the ωB97M-V functional and the def2-TZVPD basis

Summary:
Structure (SMILES) ... CCCCCCCCCCCCCCCCO[P@@](=O)([O-])OCC[N+](C)(C)C
LUMO ... 0.20 eV
Relative energy (zero: lowest compared OMol25 entry of this formula, charge and spin) ... 1.3 kcal/mol
Kohn-Sham gap ... 9.522 eV

Last column: natural (NBO) charge in e.
Element x y z (Å)
C: 2.8354 0.7090 -6.6885  -0.6071
C: 1.6166 0.1070 -5.9997  -0.3883
C: 1.0235 1.0221 -4.9271  -0.3899
C: 1.9349 1.2112 -3.7149  -0.3979
C: 1.2406 1.9781 -2.5907  -0.3823
C: 2.1192 2.1068 -1.3480  -0.3925
C: 1.4490 2.8813 -0.2128  -0.3762
C: 0.2309 2.1677 0.3713  -0.4053
C: -0.2449 2.8155 1.6691  -0.3914
C: -1.5220 2.1503 2.1760  -0.4121
H: -1.3832 1.0703 2.1772  0.2329
C: -1.9451 2.6160 3.5688  -0.3904
C: -0.9768 2.2396 4.6933  -0.3903
C: -0.6907 0.7434 4.8304  -0.4041
H: 0.0531 0.6133 5.6220  0.1964
C: -1.9324 -0.0712 5.1887  -0.4052
C: -1.6152 -1.5221 5.5626  -0.4101
C: -1.4142 -2.4353 4.3539  -0.0648
O: -0.2323 -2.1141 3.6577  -0.8146
P: -0.3252 -1.7065 2.1076  2.5339
O: -1.6939 -1.2615 1.7088  -1.1841
O: 0.8763 -0.9347 1.7214  -1.1556
O: -0.1276 -3.2443 1.3696  -0.8198
C: -1.0902 -3.6559 0.4737  -0.0842
H: -1.3557 -4.7019 0.6889  0.1858
H: -1.9925 -3.0407 0.5847  0.2201
C: -0.6063 -3.6406 -0.9910  -0.2333
H: -1.4237 -4.0322 -1.6015  0.2124
H: 0.2530 -4.3098 -1.0725  0.2180
N: -0.1956 -2.3252 -1.5612  -0.2133
C: -0.0903 -2.4848 -3.0238  -0.4042
H: -1.0581 -2.7452 -3.4507  0.2194
H: 0.2490 -1.5526 -3.4731  0.2319
H: 0.6241 -3.2703 -3.2661  0.2232
C: 1.1249 -1.9107 -1.0522  -0.4590
H: 1.8544 -2.7000 -1.2181  0.2111
H: 1.0821 -1.6821 0.0214  0.3171
H: 1.4415 -1.0095 -1.5725  0.2145
C: -1.1861 -1.2748 -1.2710  -0.4521
H: -2.1602 -1.5646 -1.6613  0.2113
H: -1.2724 -1.1049 -0.1910  0.3046
H: -0.8711 -0.3438 -1.7364  0.2203
H: -1.3352 -3.4789 4.6867  0.1702
H: -2.2722 -2.3426 3.6794  0.1945
H: -2.4438 -1.9369 6.1430  0.2025
H: -0.7156 -1.5555 6.1803  0.2012
H: -2.4315 0.4070 6.0378  0.1941
H: -2.6252 -0.0710 4.3462  0.2072
H: -0.2523 0.3608 3.9098  0.2184
H: -0.0288 2.7587 4.5385  0.1969
H: -1.3945 2.6067 5.6366  0.1925
H: -2.0542 3.7055 3.5634  0.1924
H: -2.9269 2.1928 3.7911  0.1971
H: -2.3351 2.3713 1.4778  0.1903
H: -0.4203 3.8849 1.5144  0.1849
H: 0.5444 2.7080 2.4128  0.1968
H: -0.5904 2.1770 -0.3496  0.1766
H: 0.4872 1.1304 0.5926  0.2316
H: 1.1602 3.8739 -0.5689  0.1867
H: 2.1834 3.0168 0.5837  0.2020
H: 2.3858 1.1143 -0.9775  0.1918
H: 3.0461 2.6144 -1.6274  0.1975
H: 0.3090 1.4729 -2.3263  0.1807
H: 0.9762 2.9753 -2.9493  0.1998
H: 2.2607 0.2331 -3.3465  0.1793
H: 2.8312 1.7563 -4.0124  0.2038
H: 0.8084 1.9970 -5.3685  0.2019
H: 0.0673 0.6038 -4.5953  0.1849
H: 1.8945 -0.8511 -5.5509  0.1830
H: 0.8490 -0.0922 -6.7518  0.1993
H: 3.6546 0.8396 -5.9867  0.2035
H: 3.1760 0.0574 -7.4899  0.2104
H: 2.5892 1.6780 -7.1161  0.2031



Q: What is the formula in the third record?
A: C21H46NO4P